A 11-piece molecular cluster, C36H60N4O18 overall at a distorted geometry, computed with ωB97M-V/def2-TZVPD.

Computed properties:
Orbital gap: 6.6 eV
Calculated total energy: -81089.8524 eV
Molecular weight: 836.89 g mol⁻¹
F_max: 9.6 eV/Å
E_HOMO: -8.74 eV

Each atom is followed by the atoms it is bonded to, with distances in Å.
Atoms and positions in Å:
1 C 30.014 42.079 51.381  C2 1.547, H8 1.191, H9 1.124, H10 1.083
2 C 30.739 41.927 52.739  C1 1.547, O3 1.218, N4 1.520
3 O 30.807 42.799 53.586  C2 1.218
4 N 31.508 40.616 52.729  C2 1.520, H5 0.954, H6 1.000, C7 1.526
5 H 30.943 40.126 53.322  N4 0.954
6 H 31.555 39.972 51.966  N4 1.000
7 C 32.794 40.544 53.548  N4 1.526, H11 1.059, H12 1.057, H13 1.265
8 H 29.040 42.709 51.649  C1 1.191
9 H 29.693 41.082 50.973  C1 1.124
10 H 30.731 42.629 50.784  C1 1.083
11 H 33.289 39.620 53.394  C7 1.059
12 H 32.697 40.610 54.598  C7 1.057
13 H 33.570 41.454 53.136  C7 1.265
14 C 32.309 36.630 51.530  C15 1.598, H21 1.002, H22 0.925, H23 1.022
15 C 32.528 35.698 50.250  C14 1.598, O16 1.173, N17 1.470
16 O 32.742 34.559 50.431  C15 1.173
17 N 32.645 36.347 48.936  C15 1.470, H18 0.948, H19 1.009, C20 1.508
18 H 32.523 37.287 48.947  N17 0.948
19 H 33.524 36.039 48.548  N17 1.009
20 C 31.666 35.793 47.932  N17 1.508, H24 0.986, H25 1.282, H26 0.999
21 H 33.168 37.145 51.535  C14 1.002
22 H 32.465 36.150 52.305  C14 0.925
23 H 31.611 37.376 51.500  C14 1.022
24 H 30.859 36.273 48.234  C20 0.986
25 H 31.230 34.598 48.090  C20 1.282
26 H 31.620 35.873 46.937  C20 0.999
27 N 31.702 39.816 48.916  O28 1.318, O29 1.275, O30 1.199
28 O 32.383 38.948 48.195  N27 1.318
29 O 31.812 39.636 50.173  N27 1.275
30 O 31.256 40.833 48.464  N27 1.199
31 N 30.485 37.392 53.195  O32 1.268, O33 1.281, O34 1.157
32 O 31.150 37.958 54.115  N31 1.268
33 O 30.471 36.112 53.248  N31 1.281
34 O 30.205 38.014 52.260  N31 1.157
35 C 35.113 33.236 52.310  C36 1.468, H39 1.067, H40 1.040, H41 1.076
36 C 35.889 33.797 53.423  C35 1.468, C37 1.537, O38 1.507, H42 1.044
37 C 35.111 34.817 54.270  C36 1.537, H43 1.165, H44 1.020, H45 1.118
38 O 36.103 32.624 54.345  C36 1.507, H46 1.026
39 H 35.613 32.507 51.712  C35 1.067
40 H 34.828 34.064 51.749  C35 1.040
41 H 34.154 32.824 52.573  C35 1.076
42 H 36.850 34.100 53.150  C36 1.044
43 H 35.556 34.777 55.346  C37 1.165
44 H 34.180 34.494 54.534  C37 1.020
45 H 34.811 35.836 53.921  C37 1.118
46 H 36.272 32.884 55.323  O38 1.026
47 C 34.957 32.925 47.604  C48 1.584, H51 1.137, H52 0.989, H53 1.006
48 C 35.058 34.236 46.720  C47 1.584, C49 1.578, O50 1.382, H54 1.061
49 C 33.854 34.294 45.702  C48 1.578, H55 1.157, H56 1.141, H57 0.966
50 O 34.995 35.326 47.567  C48 1.382, H58 1.001
51 H 35.700 33.035 48.458  C47 1.137
52 H 34.835 32.159 46.990  C47 0.989
53 H 34.091 33.016 48.108  C47 1.006
54 H 35.953 34.244 46.150  C48 1.061
55 H 33.766 35.414 45.425  C49 1.157
56 H 33.033 33.720 46.249  C49 1.141
57 H 34.025 33.712 44.950  C49 0.966
58 H 35.961 35.482 47.780  O50 1.001
59 C 30.733 31.011 47.097  C60 1.486, H63 1.014, H64 1.056, H65 1.215
60 C 31.534 29.795 47.394  C59 1.486, C61 1.567, O62 1.425, H66 1.132
61 C 31.245 29.117 48.777  C60 1.567, H67 1.111, H68 1.134, H69 1.330
62 O 31.260 28.720 46.499  C60 1.425, H70 1.115
63 H 31.229 31.282 46.255  C59 1.014
64 H 30.855 31.843 47.735  C59 1.056
65 H 29.594 30.660 46.863  C59 1.215
66 H 32.643 30.004 47.307  C60 1.132
67 H 31.750 29.689 49.584  C61 1.111
68 H 31.860 28.203 49.045  C61 1.134
69 H 29.966 28.813 48.977  C61 1.330
70 H 31.884 27.864 46.846  O62 1.115
71 C 36.938 39.046 51.345  C72 1.571, H75 1.074, H76 1.091, H77 1.088
72 C 35.837 39.750 50.473  C71 1.571, C73 1.431, O74 1.429, H78 1.121
73 C 36.337 39.699 49.133  C72 1.431, H79 1.251, H80 1.100, H81 1.209
74 O 34.700 38.909 50.678  C72 1.429, H82 0.993
75 H 36.527 38.428 52.121  C71 1.074
76 H 37.438 39.923 51.760  C71 1.091
77 H 37.575 38.488 50.662  C71 1.088
78 H 35.337 40.683 50.841  C72 1.121
79 H 37.261 40.519 48.937  C73 1.251
80 H 35.795 40.189 48.311  C73 1.100
81 H 36.583 38.645 48.594  C73 1.209
82 H 34.109 39.376 50.031  O74 0.993
83 C 34.096 41.459 45.084  C84 1.550, C89 1.495, H91 1.190
84 C 33.233 40.183 45.252  C83 1.550, C85 1.539, H92 1.250
85 C 34.078 38.928 45.533  C84 1.539, O86 1.218, C87 1.477
86 O 33.508 37.879 45.776  C85 1.218
87 C 35.545 39.011 45.686  C85 1.477, C88 1.436, H93 1.021
88 C 36.280 40.245 45.674  C87 1.436, C89 1.455, H94 1.016
89 C 35.564 41.474 45.369  C83 1.495, C88 1.455, O90 1.161
90 O 36.117 42.488 45.482  C89 1.161
91 H 33.548 42.479 44.810  C83 1.190
92 H 32.024 40.484 45.150  C84 1.250
93 H 35.980 38.088 45.659  C87 1.021
94 H 37.183 40.384 46.118  C88 1.016
95 C 28.115 32.488 50.835  C96 1.499, C101 1.472, H103 1.197
96 C 29.057 31.480 51.422  C95 1.499, C97 1.554, H104 1.033
97 C 30.093 31.961 52.475  C96 1.554, O98 1.219, C99 1.406
98 O 30.840 31.209 53.077  C97 1.219
99 C 30.228 33.341 52.707  C97 1.406, C100 1.440, H105 1.193
100 C 29.323 34.329 52.179  C99 1.440, C101 1.550, H106 1.180
101 C 28.260 33.924 51.126  C95 1.472, C100 1.550, O102 1.293
102 O 27.582 34.810 50.473  C101 1.293
103 H 27.188 32.149 50.158  C95 1.197
104 H 29.147 30.480 51.181  C96 1.033
105 H 31.047 33.833 53.422  C99 1.193
106 H 29.560 35.421 52.558  C100 1.180
107 C 26.886 39.390 51.379  C108 1.526, C113 1.414, H115 1.187
108 C 27.736 38.124 51.314  C107 1.526, C109 1.593, H116 1.102
109 C 28.438 37.825 49.916  C108 1.593, O110 1.249, C111 1.451
110 O 29.125 36.783 49.864  C109 1.249
111 C 28.263 38.771 48.830  C109 1.451, C112 1.448, H117 1.113
112 C 27.392 39.905 49.060  C111 1.448, C113 1.410, H118 1.151
113 C 26.743 40.248 50.264  C107 1.414, C112 1.410, O114 1.267
114 O 26.073 41.323 50.273  C113 1.267
115 H 26.107 39.511 52.267  C107 1.187
116 H 27.649 37.502 52.220  C108 1.102
117 H 28.928 38.441 48.001  C111 1.113
118 H 27.434 40.804 48.342  C112 1.151